Here is C42H51BCl5LaN10OS as an isolated structure from the Open Molecules 2025 dataset. Energies are from ωB97M-V/def2-TZVPD.

Properties
LUMO energy ... 0.36 eV
Strongest force on any atom ... 1.86 eV Å⁻¹
Kohn-Sham gap ... 8.63 eV
E_HOMO ... -8.3 eV
Charge ... 0

Each line ends with the Löwdin charge.
Cartesian coordinates (Å):
1 La -0.703 0.357 0.785  1.887
2 Cl -5.788 -3.017 0.259  0.681
3 Cl -5.589 -3.459 -2.826  0.682
4 Cl -3.508 -1.824 -4.480  0.671
5 Cl -1.598 0.144 -3.038  0.686
6 Cl -3.805 -1.091 1.668  0.777
7 S 1.960 -3.830 -0.600  1.001
8 O 0.401 2.054 -1.024  -0.131
9 N 1.132 -0.637 -1.601  0.012
10 N 0.212 2.210 2.858  0.072
11 N 1.714 3.671 -1.940  -0.127
12 N -2.647 1.885 1.388  -0.059
13 N -2.955 1.910 2.708  -0.044
14 N -0.690 2.170 3.876  -0.040
15 N -1.888 -0.067 3.978  -0.051
16 N -1.211 -0.862 3.112  -0.032
17 N 2.279 1.438 -2.175  -0.074
18 N 2.515 -1.073 1.571  0.007
19 C -0.731 -3.327 2.914  -0.349
20 C 0.729 4.694 -1.639  -0.023
21 C -2.580 -0.744 -0.691  -0.339
22 C -3.537 -1.697 -2.758  -0.725
23 C -0.710 -5.888 -3.659  -0.075
24 C 5.510 -2.211 -1.481  -0.087
25 C -4.487 -2.406 -2.030  -0.714
26 C -4.726 2.682 1.636  -0.002
27 C -0.876 -3.309 1.394  -0.083
28 C -2.733 3.580 -1.189  -0.062
29 C -3.731 2.503 -0.765  -0.367
30 C 2.836 1.567 -3.516  -0.037
31 C -4.194 2.387 2.874  -0.066
32 C -3.716 2.355 0.728  -0.284
33 C 3.350 -3.267 -1.552  -0.512
34 C 3.373 -3.221 -2.941  -0.096
35 C -1.093 -4.676 -3.104  -0.063
36 C 0.725 -3.544 3.340  -0.053
37 C 2.716 2.501 1.287  -0.072
38 C 3.087 4.148 -1.989  -0.051
39 C 2.506 3.273 2.577  -0.356
40 C -2.405 -0.807 4.971  -0.073
41 C -3.624 -1.397 -0.033  -0.708
42 C 0.935 -4.636 -1.813  -0.527
43 C -1.318 -2.111 3.572  -0.308
44 C 1.310 -5.862 -2.354  -0.100
45 C -0.267 -4.043 -2.183  -0.090
46 C 2.379 0.125 -1.558  -0.219
47 C -4.559 -2.224 -0.652  -0.708
48 C -0.194 2.770 4.971  -0.069
49 C 1.276 2.863 3.341  -0.275
50 C 2.445 4.780 2.299  -0.060
51 C 1.061 3.233 4.677  -0.017
52 C -2.069 -2.123 4.753  -0.010
53 C 4.476 -2.683 -3.593  -0.092
54 C 1.457 -0.644 1.367  -0.461
55 C 0.490 -6.480 -3.284  -0.077
56 C 4.420 -2.754 -0.819  -0.122
57 C 5.546 -2.178 -2.869  -0.103
58 C -5.130 2.814 -1.286  -0.065
59 C 1.415 2.368 -1.669  -0.511
60 C -2.636 -0.883 -2.078  -0.722
61 B -2.055 1.471 3.889  -0.556
62 H 3.281 4.693 -2.915  0.093
63 H -2.625 1.811 4.886  0.118
64 H -1.315 -4.172 3.290  0.137
65 H 1.125 -4.439 2.858  0.077
66 H 3.334 5.106 1.754  0.073
67 H 1.837 2.618 0.657  0.049
68 H 0.823 -0.736 -2.563  0.039
69 H -1.350 -6.375 -4.384  0.105
70 H -2.993 4.540 -0.736  0.095
71 H 0.793 -3.673 4.421  0.080
72 H -4.620 2.491 3.857  0.122
73 H -0.542 -4.260 0.977  0.075
74 H -5.475 3.784 -0.923  0.082
75 H -2.030 -4.217 -3.391  0.083
76 H 3.357 3.083 3.237  0.141
77 H 2.869 1.442 1.486  0.044
78 H -5.705 3.073 1.423  0.103
79 H 4.372 -2.757 0.262  0.092
80 H -0.247 -2.530 0.951  0.010
81 H -3.410 1.553 -1.200  0.092
82 H 3.781 3.318 -1.904  0.084
83 H -1.729 3.307 -0.871  0.034
84 H 6.334 -1.810 -0.905  0.106
85 H -5.847 2.052 -0.975  0.084
86 H 2.512 2.499 -3.970  0.089
87 H 0.898 5.542 -2.302  0.097
88 H -5.120 2.844 -2.376  0.081
89 H -0.560 -3.094 -1.747  0.089
90 H 3.199 -0.384 -2.074  0.111
91 H 0.781 -7.432 -3.710  0.105
92 H 6.403 -1.764 -3.385  0.099
93 H -0.771 2.832 5.877  0.119
94 H -1.912 -3.152 1.093  0.060
95 H -0.266 4.305 -1.809  0.061
96 H 2.383 5.354 3.224  0.074
97 H 1.741 3.760 5.325  0.106
98 H -2.737 3.695 -2.275  0.086
99 H 2.240 -6.319 -2.043  0.112
100 H 4.494 -2.663 -4.675  0.103
101 H 3.590 2.885 0.754  0.084
102 H -2.972 -0.345 5.761  0.120
103 H 2.535 -3.594 -3.517  0.105
104 H 2.486 0.742 -4.141  0.095
105 H -2.334 -2.976 5.354  0.106
106 H 3.928 1.543 -3.499  0.092
107 H 0.804 5.034 -0.601  0.090
108 H 1.326 -1.573 -1.251  -0.008
109 H 2.667 0.234 -0.516  0.077
110 H 1.346 -2.699 3.051  0.040
111 H 1.562 5.015 1.700  0.073
112 H 3.262 4.826 -1.148  0.088


Here is C42H51ClCrNO3S3 as an isolated structure from the Open Molecules 2025 dataset. Energies are from ωB97M-V/def2-TZVPD.

Properties
2S+1 ... 5
⟨S²⟩ ... 6.11
LUMO energy (alpha / beta) ... 2.36 / 1.24 eV
Strongest force on any atom ... 1.49 eV Å⁻¹
Kohn-Sham gap (alpha / beta) ... 6.26 / 5.70 eV
E_HOMO (alpha / beta) ... -3.9 / -4.5 eV
Charge ... -1

Each line ends with the Löwdin charge.
Cartesian coordinates (Å):
1 Cr 0.824 1.656 -0.108  0.956
2 Cl 2.886 3.646 -0.727  0.538
3 S 0.902 5.787 -2.841  1.047
4 S -2.914 2.255 -1.467  1.098
5 S -0.429 3.456 -5.095  1.035
6 O 0.417 0.227 -1.855  -0.099
7 O -0.333 2.637 -1.193  -0.354
8 O 1.884 1.283 1.397  -0.246
9 N 0.380 -0.476 0.583  0.085
10 C -2.830 -4.152 -0.392  -0.556
11 C -1.931 -2.995 -0.810  -0.175
12 C -4.425 2.696 -2.170  -0.413
13 C 0.623 7.195 -1.895  -0.413
14 C -0.843 5.678 -0.969  -0.131
15 C 0.156 3.072 -3.507  -0.501
16 C -1.986 -5.211 0.332  -0.048
17 C -2.100 3.374 -2.491  -0.461
18 C 2.172 -0.902 4.257  0.015
19 C 0.878 -1.958 2.537  0.034
20 C -0.320 6.989 -0.940  -0.192
21 C -0.282 4.906 -1.942  -0.450
22 C 1.907 -4.524 3.682  -0.052
23 C -1.645 -2.184 -4.971  -0.069
24 C 2.999 1.509 4.088  -0.529
25 C 3.642 1.271 5.458  -0.071
26 C -3.524 -4.839 -1.573  -0.070
27 C -3.917 -3.623 0.554  -0.048
28 C -0.997 -1.574 -2.578  -0.081
29 C -1.766 -2.637 -2.154  0.023
30 C 1.716 0.322 2.250  -0.264
31 C 1.828 2.267 -4.883  -0.174
32 C 0.590 -1.219 -4.464  -0.036
33 C -0.607 3.453 -2.259  -0.599
34 C 1.567 3.583 0.448  -0.602
35 C -2.949 4.047 -3.313  -0.153
36 C 0.977 2.766 -5.811  -0.405
37 C 2.394 -3.318 5.786  -0.072
38 C 0.904 -0.772 1.791  -0.174
39 C -0.309 -0.790 -1.602  -0.272
40 C 2.302 0.273 3.532  -0.090
41 C -0.398 -1.219 -0.217  -0.170
42 C 4.106 1.986 3.137  -0.037
43 C 1.474 -3.339 4.559  -0.555
44 C 1.937 2.610 4.224  -0.035
45 C 0.037 -3.574 5.047  -0.049
46 C -4.291 3.649 -3.127  -0.195
47 C -1.241 -2.278 0.147  0.023
48 C 1.522 -2.036 3.764  -0.181
49 C -1.476 0.184 -4.252  -0.039
50 C -0.889 -1.216 -4.053  -0.524
51 C 1.360 2.448 -3.565  -0.151
52 H -5.324 2.211 -1.846  0.049
53 H -1.386 -2.486 1.196  0.099
54 H -4.139 -5.660 -1.203  0.079
55 H -5.110 4.065 -3.687  0.091
56 H -3.479 -3.159 1.433  0.073
57 H 0.688 -0.923 -5.509  0.080
58 H 1.192 2.331 4.968  0.086
59 H -2.645 4.793 -4.024  0.094
60 H -1.172 -5.542 -0.310  0.089
61 H 0.372 -2.827 2.147  0.089
62 H -4.172 -4.143 -2.103  0.085
63 H -0.022 -4.494 5.628  0.078
64 H -2.535 0.197 -3.996  0.089
65 H -1.463 -1.904 -6.007  0.080
66 H -2.596 -6.076 0.589  0.078
67 H 1.142 -0.519 -3.844  0.067
68 H -2.797 -5.252 -2.270  0.083
69 H 2.043 -2.602 6.525  0.079
70 H 1.936 -5.436 4.277  0.077
71 H 4.532 2.920 3.502  0.081
72 H 1.016 -2.214 -4.339  0.086
73 H -2.718 -2.134 -4.795  0.081
74 H 4.138 2.183 5.786  0.080
75 H 2.404 -4.302 6.253  0.077
76 H -1.304 -3.209 -4.836  0.080
77 H -4.564 -4.437 0.877  0.078
78 H 1.218 -4.684 2.857  0.068
79 H 1.195 8.078 -2.101  0.050
80 H -0.648 -3.651 4.206  0.072
81 H 2.394 3.553 4.522  0.083
82 H -0.957 0.885 -3.607  0.052
83 H 2.765 1.794 -5.115  0.103
84 H -2.285 -3.215 -2.898  0.079
85 H 1.432 2.755 3.273  0.066
86 H -1.362 0.502 -5.288  0.079
87 H 3.414 -3.067 5.504  0.086
88 H 1.074 2.785 -6.878  0.052
89 H 2.616 -0.948 5.235  0.080
90 H 2.898 -4.349 3.268  0.090
91 H -1.594 5.306 -0.294  0.125
92 H 1.875 2.110 -2.685  0.067
93 H 2.901 1.001 6.207  0.078
94 H 4.393 0.485 5.399  0.082
95 H -0.286 -2.744 5.673  0.086
96 H -0.627 7.739 -0.232  0.093
97 H 0.972 4.478 0.271  -0.010
98 H 3.711 2.152 2.140  0.062
99 H 4.900 1.244 3.075  0.087
100 H 2.059 3.706 1.415  -0.010
101 H -1.558 -4.812 1.247  0.067
102 H -4.519 -2.874 0.043  0.088